Molecular formula: CH8N2P
Method: DFT, ωB97M-V/def2-TZVPD

Geometry as XYZ:
```
12
Properties=species:S:1:pos:R:3:lowdin_charge:R:1
C 0.416 0.892 0.380 -0.37
N -1.050 -1.178 -0.134 -0.29
N 1.305 0.085 -0.496 0.08
P -1.321 0.517 -0.330 0.85
H 0.666 1.951 0.330 0.09
H 0.525 0.545 1.408 0.09
H -1.605 -1.735 -0.772 0.05
H -1.213 -1.545 0.797 0.06
H 0.785 -0.833 -0.565 0.11
H 1.360 0.497 -1.436 0.16
H 2.254 -0.045 -0.131 0.17
H -2.122 0.850 0.949 -0.01
```

For the max |F|, the calculation gives 2.12 eV/Å. Its charge is +1. The gap between HOMO and LUMO is 10.71 eV. For the LUMO energy, the calculation gives -3.57 eV. The calculation puts the total energy at -13428.98168 eV. The relative energy (zero: lowest compared OMol25 entry of this formula, charge and spin) comes out at 0.0 kJ/mol. For the HOMO energy, the calculation gives -14.282 eV. Its SMILES is NPC[NH3+].



Molecular formula: C21H15IMoN3O6
Method: DFT, ωB97M-V/def2-TZVPD

Geometry as XYZ:
```
47
Properties=species:S:1:pos:R:3:lowdin_charge:R:1
Mo -0.784 -0.061 -0.026 1.49
C 2.124 -3.084 -1.756 0.01
C 2.768 -1.859 -1.175 -0.24
N 4.100 -1.807 -1.136 0.18
C 4.708 -0.736 -0.650 -0.02
C 4.061 0.396 -0.145 -0.08
C 4.954 1.486 0.408 -0.16
O 4.332 2.757 0.339 -0.06
C 2.665 0.362 -0.155 -0.04
C 1.857 1.497 0.296 0.03
N 0.572 1.509 0.422 -0.10
C -0.053 2.778 0.711 -0.33
C 0.369 3.599 1.742 0.01
C -0.250 4.825 1.942 -0.01
C -1.289 5.239 1.121 -0.02
C -1.729 4.428 0.079 -0.10
C -1.103 3.214 -0.085 -0.55
I -1.730 1.918 -1.643 1.26
C 2.067 -0.787 -0.688 -0.17
O 0.668 -0.787 -0.707 -0.29
H 2.721 -3.957 -1.501 0.10
H 2.096 -3.016 -2.845 0.10
H 1.110 -3.227 -1.382 0.06
H 5.792 -0.766 -0.657 0.14
H 5.882 1.477 -0.165 0.14
H 5.212 1.226 1.439 0.15
H 4.998 3.445 0.457 0.12
H 2.397 2.419 0.482 0.13
H 1.170 3.270 2.394 0.14
H 0.082 5.460 2.753 0.13
H -1.769 6.195 1.284 0.13
H -2.533 4.752 -0.568 0.12
O -5.070 -4.713 -0.618 0.29
C -5.969 -5.155 0.063 -0.09
O -6.814 -5.629 0.627 0.47
C -4.089 -3.637 -0.496 -0.09
C -3.095 -3.672 -1.428 0.10
C -2.154 -2.652 -1.347 -0.02
N -2.212 -1.696 -0.410 -0.02
C -3.228 -1.724 0.466 -0.14
C -4.215 -2.684 0.477 0.13
C -3.196 -0.621 1.500 -0.43
O -3.991 -0.438 2.342 0.26
O -2.052 0.127 1.277 -0.25
H -3.034 -4.435 -2.193 0.16
H -1.341 -2.604 -2.060 0.14
H -5.007 -2.635 1.218 0.17
```

For the max |F|, the calculation gives 2.00 eV/Å. Its charge is +3. The gap between HOMO and LUMO (spin up / spin down) is 6.44 / 6.46 eV. For the LUMO energy (spin up / spin down), the calculation gives -10.54 / -10.52 eV. The calculation puts the total energy at -48702.86798 eV. The relative energy (zero: lowest compared OMol25 entry of this formula, charge and spin) comes out at 22.7 kJ/mol. For the HOMO energy (spin up / spin down), the calculation gives -16.981 / -16.978 eV.



Molecular formula: C4H13NO3
Method: DFT, ωB97M-V/def2-TZVPD

Geometry as XYZ:
```
21
Properties=species:S:1:pos:R:3:lowdin_charge:R:1
C 0.395 -2.121 -0.674 0.04
C 0.992 -1.045 0.297 -0.31
C 0.753 -1.450 1.776 -0.18
O 1.793 -2.358 2.102 -0.02
N 0.542 0.293 0.009 0.23
C 1.002 0.900 -1.248 -0.22
O 0.194 0.661 -2.331 0.04
H -0.575 -2.386 -0.259 0.10
H 0.485 -1.870 -1.725 0.08
H 1.054 -2.991 -0.599 0.11
H 2.076 -1.066 0.138 0.16
H -0.176 -1.994 1.884 0.13
H 0.821 -0.604 2.455 0.13
H 2.549 -1.821 2.365 0.11
H -0.437 0.349 0.253 0.18
H 0.902 1.986 -1.141 0.16
H 2.073 0.746 -1.399 0.15
H 0.018 -0.210 -2.700 0.11
H -4.447 3.790 -0.274 0.02
H -5.016 4.390 1.066 0.03
O -4.869 4.548 0.131 -0.05
```

For the max |F|, the calculation gives 3.07 eV/Å. Its charge is +1. The gap between HOMO and LUMO (spin up / spin down) is 10.41 / 5.08 eV. The spin multiplicity is 2. For the LUMO energy (spin up / spin down), the calculation gives -3.13 / -8.46 eV. The calculation puts the total energy at -11981.45738 eV. The relative energy (zero: lowest compared OMol25 entry of this formula, charge and spin) comes out at 209.0 kJ/mol. For the HOMO energy (spin up / spin down), the calculation gives -13.543 / -13.543 eV.



Molecular formula: C19H21N3O6S
Method: DFT, ωB97M-V/def2-TZVPD

Geometry as XYZ:
```
50
Properties=species:S:1:pos:R:3:lowdin_charge:R:1
C -4.024 -1.122 1.559 -0.08
N -4.054 -0.561 0.228 -0.28
S -3.406 -1.596 -0.918 0.68
O -3.573 -0.977 -2.201 -0.28
O -3.859 -2.947 -0.746 -0.27
C -1.668 -1.514 -0.473 -0.26
C -1.047 -2.608 0.098 -0.03
C 0.291 -2.524 0.441 0.01
C 1.005 -1.354 0.189 -0.12
C 0.361 -0.256 -0.379 -0.01
C -0.981 -0.338 -0.706 -0.04
H -1.502 0.493 -1.151 0.11
H 0.891 0.673 -0.536 0.12
C 2.446 -1.322 0.590 -0.41
O 2.852 -1.882 1.581 0.10
N 3.234 -0.621 -0.288 0.14
C 4.602 -0.389 -0.234 -0.20
C 5.186 0.293 -1.308 -0.01
C 6.535 0.562 -1.315 0.01
C 7.318 0.150 -0.241 -0.16
C 6.750 -0.528 0.832 0.02
C 5.398 -0.797 0.839 0.01
H 4.950 -1.324 1.664 0.10
H 7.380 -0.836 1.652 0.12
N 8.727 0.429 -0.245 -0.37
O 9.379 0.054 0.706 0.08
O 9.180 1.027 -1.200 0.08
H 7.000 1.085 -2.136 0.12
H 4.571 0.609 -2.139 0.11
H 2.778 -0.268 -1.118 0.14
H 0.802 -3.355 0.902 0.13
H -1.622 -3.506 0.261 0.12
C -5.295 0.095 -0.142 -0.14
H -5.498 -0.124 -1.192 0.12
H -6.120 -0.289 0.467 0.13
C -5.176 1.621 0.028 -0.30
C -4.188 2.227 -0.988 -0.12
H -4.704 2.809 -1.749 0.12
C -3.261 3.086 -0.126 -0.14
H -2.240 3.125 -0.499 0.11
C -3.364 2.385 1.227 -0.20
H -3.163 3.037 2.079 0.12
H -2.688 1.518 1.265 0.11
O -4.710 1.967 1.324 -0.10
H -3.648 4.102 -0.046 0.11
H -3.644 1.420 -1.478 0.08
H -6.181 2.051 -0.071 0.15
H -4.675 -1.999 1.641 0.10
H -3.001 -1.422 1.785 0.09
H -4.341 -0.358 2.267 0.10
```

For the max |F|, the calculation gives 1.30 eV/Å. The gap between HOMO and LUMO is 8.70 eV. For the LUMO energy, the calculation gives -0.74 eV. The calculation puts the total energy at -47631.62349 eV. The relative energy (zero: lowest compared OMol25 entry of this formula, charge and spin) comes out at 410.9 kJ/mol. For the HOMO energy, the calculation gives -9.437 eV. Its SMILES is CN(C[C@@H]1CCCO1)S(=O)(=O)c1ccc(C(=O)Nc2ccc([N+](=O)[O-])cc2)cc1.



Molecular formula: C31H31FN5O3STi
Method: DFT, ωB97M-V/def2-TZVPD

Geometry as XYZ:
```
73
Properties=species:S:1:pos:R:3:lowdin_charge:R:1
Ti 0.348 2.587 0.591 0.50
F -2.822 -3.246 0.308 0.03
C -1.796 -2.743 -0.460 -0.22
C -1.149 -1.690 0.091 0.05
C 0.064 -1.193 -0.480 -0.04
C 0.680 0.018 -0.094 -0.28
O 0.003 0.764 0.760 -0.19
C 2.002 0.337 -0.573 -0.04
C 2.455 -0.479 -1.599 0.03
N 1.641 -1.355 -2.305 0.00
C 2.406 -2.072 -3.260 -0.32
C 1.837 -2.054 -4.644 -0.10
C 3.280 -1.489 -4.333 -0.04
C 0.452 -1.843 -1.734 -0.12
C -0.193 -2.886 -2.310 0.04
C -1.416 -3.338 -1.674 -0.19
N -2.088 -4.415 -2.192 -0.12
C -3.492 -4.643 -1.947 -0.14
C -4.183 -5.439 -3.099 -0.10
N -3.469 -6.724 -3.330 0.04
C -2.024 -6.500 -3.679 -0.10
C -1.311 -5.586 -2.674 -0.11
C 2.799 1.582 -0.310 -0.48
O 3.901 1.748 -0.823 0.06
O 2.159 2.608 0.334 -0.18
H -1.511 -1.204 1.031 0.15
H 3.499 -0.376 -1.796 0.13
H 2.768 -3.112 -2.960 0.17
H 1.144 -1.290 -4.833 0.09
H 1.849 -2.956 -5.261 0.10
H 3.179 -0.474 -4.525 0.09
H 4.057 -2.069 -4.759 0.09
H 0.156 -3.381 -3.167 0.07
H -3.982 -3.625 -1.957 0.16
H -3.596 -5.214 -1.003 0.13
H -4.133 -4.916 -4.054 0.13
H -5.274 -5.607 -2.770 0.16
H -3.841 -7.333 -4.088 0.19
H -3.453 -7.308 -2.484 0.18
H -1.949 -6.118 -4.673 0.13
H -1.524 -7.452 -3.634 0.13
H -0.406 -5.296 -3.227 0.12
H -0.956 -6.184 -1.787 0.14
C -0.288 2.990 2.399 -0.26
C 0.055 2.179 3.505 -0.24
C -0.537 2.308 4.780 -0.08
C -0.376 1.297 5.669 -0.14
C 0.648 0.369 5.554 -0.13
C 1.336 0.304 4.364 -0.13
C 1.039 1.124 3.337 -0.06
H -1.082 3.265 5.097 0.13
H -1.110 1.211 6.460 0.09
H 0.827 -0.286 6.393 0.08
H 2.118 -0.429 4.181 0.10
H 1.645 1.090 2.455 0.08
N -2.442 3.886 2.543 0.14
C -1.101 4.142 2.463 -0.44
S -0.798 3.914 -0.612 0.03
N -0.724 5.430 2.509 0.13
C 0.597 6.026 2.500 -0.23
C 1.096 6.637 3.606 -0.06
C 2.201 7.468 3.614 -0.07
C 2.939 7.605 2.410 -0.10
C 2.610 6.784 1.363 -0.08
C 1.415 6.011 1.360 0.00
H -2.665 2.904 2.591 0.11
H -3.101 4.460 1.993 0.12
H -1.453 6.104 2.643 0.15
H 0.538 6.501 4.518 0.11
H 2.514 8.016 4.525 0.11
H 3.738 8.316 2.257 0.10
H 3.190 6.866 0.460 0.10
H 1.061 5.475 0.446 0.05
```

For the max |F|, the calculation gives 3.72 eV/Å. The gap between HOMO and LUMO (spin up / spin down) is 3.03 / 3.13 eV. The spin multiplicity is 2. For the LUMO energy (spin up / spin down), the calculation gives -1.77 / -1.78 eV. The calculation puts the total energy at -82905.97098 eV. For the HOMO energy (spin up / spin down), the calculation gives -4.795 / -4.914 eV.



Molecular formula: C17H25ClN2O4S
Method: DFT, ωB97M-V/def2-TZVPD

Geometry as XYZ:
```
50
Properties=species:S:1:pos:R:3:lowdin_charge:R:1
C -1.682 1.127 -3.623 -0.05
H -2.764 1.087 -3.730 0.10
H -1.279 0.110 -3.584 0.10
H -1.254 1.665 -4.474 0.10
O -1.454 1.809 -2.409 -0.10
C -0.190 1.984 -1.987 -0.27
C -0.014 2.592 -0.742 -0.17
C 1.244 2.813 -0.222 -0.09
C 2.362 2.425 -0.943 -0.68
C 2.214 1.820 -2.181 -0.10
C 0.950 1.606 -2.700 0.00
H 0.860 1.130 -3.663 0.11
H 3.085 1.512 -2.738 0.11
Cl 3.939 2.678 -0.289 0.68
H 1.323 3.296 0.739 0.11
S -1.408 2.996 0.335 0.69
O -0.892 3.843 1.371 -0.29
O -2.542 3.448 -0.405 -0.26
N -1.796 1.545 1.059 -0.21
C -0.709 0.984 1.828 -0.18
C -1.239 -0.192 2.656 -0.14
N -1.877 -1.204 1.844 -0.16
C -1.004 -2.188 1.236 -0.10
C 0.068 -1.740 0.230 -0.32
O -0.227 -1.182 -0.801 0.09
C 1.518 -2.136 0.518 -0.53
C 1.593 -3.664 0.362 -0.03
H 1.254 -3.962 -0.628 0.09
H 0.982 -4.172 1.103 0.08
H 2.623 -3.990 0.484 0.09
C 1.983 -1.730 1.918 -0.04
H 1.889 -0.656 2.061 0.08
H 3.033 -1.994 2.032 0.09
H 1.426 -2.240 2.700 0.08
C 2.428 -1.476 -0.522 -0.04
H 2.104 -1.731 -1.527 0.09
H 3.454 -1.808 -0.389 0.09
H 2.395 -0.393 -0.423 0.07
H -0.536 -2.735 2.057 0.11
H -1.648 -2.886 0.689 0.14
C -2.930 -0.614 1.042 -0.14
C -2.466 0.583 0.204 -0.18
H -3.310 1.101 -0.250 0.12
H -1.797 0.229 -0.585 0.09
H -3.352 -1.376 0.386 0.13
H -3.704 -0.282 1.741 0.13
H -0.431 -0.642 3.233 0.12
H -1.996 0.189 3.348 0.13
H -0.332 1.779 2.472 0.12
H 0.105 0.643 1.167 0.11
```

For the max |F|, the calculation gives 0.97 eV/Å. The gap between HOMO and LUMO is 8.94 eV. For the LUMO energy, the calculation gives 0.50 eV. The calculation puts the total energy at -52561.73809 eV. The relative energy (zero: lowest compared OMol25 entry of this formula, charge and spin) comes out at 162.5 kJ/mol. For the HOMO energy, the calculation gives -8.445 eV. Its SMILES is COc1ccc(Cl)cc1S(=O)(=O)N1CCN(CC(=O)C(C)(C)C)CC1.